C30H44N4OP2SiTi | the ωB97M-V functional and the def2-TZVPD basis

For the molar mass, the calculation gives 614.61 g mol⁻¹. As for the spin multiplicity: 3. For the LUMO energy (alpha / beta), the calculation gives 0.068 / -0.030 eV.

Positions of all 83 atoms, in Å:
Ti  2.125  -0.992  0.837
C  1.721  -2.249  -2.185
C  1.301  -1.105  -1.566
C  -0.145  -0.941  -1.122
C  -0.325  -1.254  0.361
C  0.083  -2.641  0.872
C  0.167  -3.794  0.168
C  -0.098  -3.944  -1.270
C  0.955  -3.494  -2.346
C  2.858  0.072  2.405
H  2.764  -2.297  -2.480
H  1.900  -0.172  -1.635
H  -0.805  -1.544  -1.751
H  -0.439  0.106  -1.331
H  0.304  -0.464  0.977
H  -1.363  -1.026  0.676
H  0.083  -2.663  1.967
H  0.460  -4.699  0.696
H  -1.086  -3.507  -1.492
H  -0.206  -5.033  -1.453
H  1.685  -4.318  -2.451
H  0.372  -3.438  -3.284
H  3.738  -0.502  2.757
H  2.203  0.345  3.251
H  3.222  0.999  1.911
P  -1.514  1.319  1.788
P  0.078  2.481  -1.401
N  -3.076  0.585  2.271
N  -1.856  2.671  3.034
N  -1.100  2.003  -2.687
N  0.309  4.048  -2.311
C  -2.197  2.251  0.345
C  -1.219  3.234  -0.323
C  -3.148  -0.555  3.082
C  -4.491  -0.886  3.281
C  -5.273  0.063  2.560
C  -4.387  1.000  2.027
C  -0.929  3.022  4.017
C  -1.450  4.057  4.798
C  -2.725  4.386  4.256
C  -2.966  3.508  3.200
C  -0.746  1.078  -3.672
C  -1.887  0.742  -4.392
C  -2.997  1.434  -3.821
C  -2.466  2.257  -2.829
C  -0.586  4.829  -3.060
C  0.085  5.963  -3.511
C  1.415  5.922  -2.980
C  1.508  4.754  -2.229
H  -3.065  2.858  0.639
H  -2.572  1.526  -0.392
H  -1.810  3.949  -0.917
H  -0.694  3.827  0.445
H  -2.229  -0.978  3.455
H  -4.859  -1.696  3.897
H  -6.345  0.094  2.407
H  -4.598  1.948  1.570
H  0.017  2.516  4.050
H  -0.965  4.518  5.651
H  -3.394  5.184  4.559
H  -3.836  3.439  2.575
H  0.293  0.785  -3.776
H  -1.899  0.101  -5.252
H  -4.051  1.341  -4.052
H  -2.943  3.024  -2.244
H  -1.616  4.535  -3.203
H  -0.329  6.717  -4.158
H  2.202  6.650  -3.133
H  2.295  4.344  -1.625
C  4.225  -4.809  -1.359
Si  3.940  -4.030  0.390
C  3.266  -5.584  1.299
C  5.629  -4.097  1.236
O  3.143  -2.570  0.538
H  5.027  -5.575  -1.286
H  4.544  -4.058  -2.102
H  3.336  -5.340  -1.743
H  4.110  -6.290  1.220
H  3.046  -5.423  2.360
H  2.389  -6.015  0.807
H  6.340  -3.336  0.904
H  5.566  -4.067  2.327
H  5.981  -5.101  0.957

Atomic forces in eV per Å
Ti 0.91 -1.88 -0.97
C 0.25 2.10 1.66
C -0.38 -0.59 -1.78
C 0.18 0.40 -0.27
C 0.62 -0.04 0.76
C -1.04 -0.10 -0.34
C 0.51 1.23 1.27
C -0.45 -0.74 -1.19
C -0.53 -1.08 0.06
C 0.04 0.82 1.00
H -0.05 0.10 -0.21
H -0.09 -0.75 0.13
H 0.05 0.10 0.19
H -0.01 -0.69 0.36
H -1.59 -0.54 -0.73
H 0.44 -0.12 0.02
H 0.39 -0.24 -0.30
H -0.07 0.22 0.12
H 0.40 -0.13 -0.05
H -0.13 0.56 -0.02
H -0.42 0.41 -0.13
H 0.40 -0.08 0.13
H -0.36 0.28 -0.03
H 0.50 0.08 -0.14
H -0.01 -0.08 0.30
P -3.36 2.51 2.60
P -2.33 2.91 -2.90
N -0.10 -0.88 0.03
N 1.12 0.20 -0.13
N 0.19 -1.13 -0.10
N 1.05 0.53 0.71
C -0.01 0.09 -0.38
C -0.03 -0.21 0.78
C -1.05 0.35 -0.42
C 1.13 0.26 -0.36
C 1.20 1.01 -0.24
C -0.18 -1.31 0.11
C -1.05 0.76 0.10
C 0.39 -0.77 -0.83
C 0.06 -0.99 -0.86
C 0.94 0.42 0.51
C -1.12 0.36 -0.05
C 0.80 0.17 0.72
C 1.11 0.88 0.82
C -0.02 -1.03 -0.24
C 0.88 0.27 0.00
C 0.01 -1.17 0.80
C -0.31 -0.95 0.52
C -0.69 0.48 -0.83
H 0.29 -0.40 0.14
H 0.11 0.02 0.17
H 0.50 -0.24 0.20
H -0.09 -0.10 -0.20
H -0.11 -0.19 0.02
H 0.12 0.06 -0.20
H 0.17 0.03 0.33
H -0.10 -0.29 -0.37
H 0.17 -0.10 0.15
H -0.04 -0.09 -0.23
H 0.09 -0.27 0.07
H 0.05 0.06 0.03
H -0.25 -0.08 -0.05
H -0.06 -0.25 -0.08
H 0.25 0.19 -0.22
H -0.17 -0.27 0.09
H 0.32 -0.01 -0.17
H -0.07 0.04 0.03
H -0.14 -0.15 0.07
H 0.34 0.02 -0.05
C -0.03 0.46 0.04
Si -0.07 -0.29 0.74
C -0.33 0.60 -0.28
C -0.01 0.38 -0.40
O 1.14 -1.80 -0.40
H -0.39 0.52 0.09
H -0.09 -0.33 0.10
H 0.30 0.30 0.17
H -0.43 0.09 0.04
H 0.02 -0.02 -0.18
H 0.06 -0.13 0.14
H 0.08 -0.16 0.04
H -0.12 0.09 -0.11
H 0.26 0.32 0.08

***

C30H44O30S | the ωB97M-V functional and the def2-TZVPD basis

The SMILES is CCOS(C)(=O)=O.O=C1OCCO1.O=C1OCCO1.O=C1OCCO1.O=C1OCCO1.O=C1OCCO1.O=C1OCCO1.O=C1OCCO1.O=C1OCCO1.O=C1OCCO1. For the molar mass, the calculation gives 916.72 g mol⁻¹. For the LUMO energy, the calculation gives -0.163 eV.

Positions of all 105 atoms, in Å:
C  -0.822  -5.878  42.504
C  -1.221  -7.205  41.937
O  -1.471  -8.084  42.998
S  -1.770  -9.683  42.565
C  -1.997  -10.686  44.016
O  -3.004  -9.674  41.799
O  -0.573  -10.098  41.966
H  -1.600  -5.486  43.297
H  -0.860  -5.247  41.700
H  0.247  -5.771  42.893
H  -2.074  -7.233  41.284
H  -0.237  -7.451  41.354
H  -1.968  -11.592  43.550
H  -2.967  -10.628  44.490
H  -1.295  -10.268  44.643
O  -0.150  -7.170  47.275
C  0.513  -6.335  46.741
O  0.096  -5.234  46.039
C  1.194  -4.515  45.490
C  2.335  -5.281  46.040
O  1.897  -6.273  46.768
H  1.024  -4.586  44.537
H  1.157  -3.418  45.845
H  3.005  -4.741  46.519
H  3.131  -5.591  45.317
O  -1.947  -1.094  38.804
C  -2.045  -1.174  40.050
O  -2.447  -2.436  40.594
C  -2.495  -2.217  42.055
C  -2.285  -0.711  42.217
O  -1.830  -0.277  40.937
H  -3.450  -2.252  42.369
H  -1.841  -2.734  42.622
H  -1.494  -0.495  43.081
H  -3.234  -0.272  42.558
O  -9.208  -9.654  44.860
C  -8.019  -9.817  44.745
O  -7.340  -10.577  45.584
C  -6.037  -10.579  45.168
C  -5.823  -9.680  43.851
O  -7.268  -9.395  43.685
H  -5.593  -9.928  45.913
H  -5.500  -11.588  45.047
H  -5.496  -10.164  42.998
H  -5.321  -8.842  43.973
O  2.647  -6.454  42.858
C  2.946  -6.382  41.634
O  4.086  -6.429  41.081
C  4.096  -6.675  39.728
C  2.613  -6.677  39.379
O  1.997  -6.343  40.626
H  4.675  -5.989  39.015
H  4.286  -7.661  39.456
H  2.226  -7.482  38.939
H  2.195  -5.862  38.794
O  -6.160  -7.711  37.222
C  -6.232  -8.000  38.478
O  -7.085  -8.937  38.843
C  -7.189  -8.975  40.231
C  -6.146  -7.999  40.750
O  -5.591  -7.570  39.596
H  -8.141  -8.411  40.355
H  -7.587  -9.867  40.654
H  -5.266  -8.447  41.366
H  -6.575  -7.267  41.512
O  3.342  -10.768  47.799
C  3.120  -10.288  46.682
O  1.921  -10.251  46.054
C  1.832  -9.518  44.878
C  3.403  -9.062  44.712
O  4.092  -9.639  45.870
H  1.199  -9.860  44.014
H  1.303  -8.571  44.940
H  3.760  -8.030  44.646
H  3.558  -9.407  43.735
O  -0.389  -9.139  38.961
C  -1.286  -8.764  38.201
O  -1.563  -7.460  37.904
C  -2.634  -7.361  36.981
C  -3.047  -8.850  36.799
O  -1.994  -9.510  37.458
H  -3.319  -6.925  37.343
H  -2.180  -6.862  36.156
H  -3.029  -9.040  35.771
H  -4.026  -9.087  37.035
O  -5.255  -4.930  42.022
C  -4.800  -5.194  43.101
O  -4.300  -4.250  43.903
C  -3.834  -4.885  45.128
C  -3.681  -6.251  44.626
O  -4.650  -6.469  43.604
H  -3.057  -4.285  45.453
H  -4.671  -4.812  45.793
H  -3.870  -6.959  45.492
H  -2.820  -6.632  44.546
O  -7.241  -12.657  38.649
C  -6.036  -12.420  38.646
O  -5.412  -11.922  39.645
C  -4.094  -11.641  39.309
C  -3.953  -12.446  38.019
O  -5.242  -12.637  37.618
H  -3.777  -10.656  39.225
H  -3.384  -11.970  39.995
H  -3.527  -13.371  38.046
H  -3.324  -11.844  37.271

Atomic forces in eV per Å
C -0.81 0.38 3.55
C 3.22 -0.05 -1.32
O -0.77 -3.19 1.92
S -2.24 2.95 -1.04
C -2.05 3.21 -0.43
O 0.69 -0.17 0.55
O 1.62 -1.11 -0.64
H 1.66 -0.63 -1.44
H -0.19 2.04 -2.10
H -1.56 -0.79 -0.30
H -0.33 0.50 -0.45
H -1.99 -0.49 0.66
H 1.08 -2.86 -0.63
H -0.35 0.55 -0.15
H 2.07 -0.35 1.77
O 0.31 0.81 -0.70
C 1.00 0.67 0.10
O -1.32 -1.10 1.08
C -0.42 2.02 5.24
C 2.70 0.71 -4.92
O -3.07 -4.12 2.53
H -0.20 -0.02 -5.69
H 0.00 -1.67 -0.51
H 2.33 3.31 3.48
H -1.37 -0.66 -0.71
O -0.08 0.37 4.68
C -0.72 -4.00 -6.15
O 0.91 2.38 1.57
C -0.05 2.91 -3.47
C 1.89 0.01 2.46
O 0.10 1.87 1.64
H -3.23 -1.69 0.94
H 2.19 -2.26 1.23
H -1.42 -0.13 -2.19
H 0.44 0.50 -0.74
O 1.47 0.45 -0.36
C -2.84 0.07 -1.31
O -0.46 -0.78 -0.50
C 4.83 0.52 -0.45
C -5.87 -4.25 2.10
O 0.29 0.67 0.00
H 1.17 -0.69 0.53
H -1.31 1.31 0.55
H 0.56 -1.29 -1.62
H 2.22 3.99 0.94
O 1.43 0.73 -4.25
C -5.07 -0.85 2.78
O 4.48 0.22 1.22
C -1.37 1.21 -3.61
C -0.41 5.37 1.19
O -0.03 -0.83 2.21
H -0.48 -0.58 1.87
H 1.76 -1.79 0.41
H -1.32 -3.86 -1.01
H 0.84 0.33 -0.75
O 1.01 -0.45 6.09
C -0.70 0.16 -4.58
O 0.48 -1.23 -1.14
C -3.70 2.52 1.14
C 1.07 -2.54 4.63
O 1.47 2.83 -3.77
H 0.22 0.05 0.32
H 1.30 -1.48 0.17
H -1.40 0.29 -1.06
H 0.41 -0.24 -1.78
O -0.81 1.56 -4.09
C 1.65 0.06 1.48
O -0.94 -1.14 1.20
C 1.78 3.38 -0.62
C -1.39 -0.26 0.66
O -2.24 -1.13 -0.18
H 1.59 -1.38 0.63
H -0.32 0.34 1.39
H -1.13 0.18 0.53
H 1.76 -1.51 -1.08
O -2.26 1.05 -1.68
C 3.78 2.08 2.27
O 0.78 -0.31 1.81
C 8.38 -6.68 -3.95
C 2.00 2.49 -1.25
O -2.06 -3.77 -1.06
H -9.22 6.54 4.93
H -0.30 0.10 -1.08
H 0.55 -0.82 -1.69
H -1.74 -0.55 1.70
O -0.04 -0.64 0.92
C -0.50 0.36 -2.24
O -0.01 -0.02 0.18
C -2.47 0.73 -1.72
C -5.56 -1.54 4.70
O 0.87 1.79 0.09
H 1.96 0.44 0.78
H -0.31 0.04 0.74
H -1.03 0.63 -0.50
H 7.07 -1.93 -2.73
O 2.46 0.40 -0.05
C -5.62 -1.38 -1.48
O 0.73 1.70 3.25
C 1.16 -2.06 -1.36
C 2.32 3.76 -1.39
O -1.51 -0.17 -1.71
H -0.65 2.39 -0.52
H 0.74 -1.17 1.81
H 1.57 -2.54 0.82
H -1.14 -0.78 0.72

***

Results for energy relative to the best compared isomer or geometry (same formula, charge and spin): 59.4 0.0 (in kcal per mole, following the order of the records).